1.
Entry from the Open Molecules 2025 dataset: a 3-piece molecular cluster, C40H66NO13P overall at a distorted geometry (ωB97M-V with the def2-TZVPD basis set).

- net charge = 0
- SMILES = CCOP(=O)(CC[C@]1(CCCO)[C@@H](Cc2ccc(C)cc2)NC(=O)[C@@H]1OC(=O)c1ccccc1)OCC.COCCOCCOC.COCCOCCOC
- HOMO level (eV) = -8.6

Geometry (Å):
C (4.83, 0.40, 0.80)
C (4.98, 0.97, -0.71)
O (3.97, 0.28, -1.51)
P (4.11, 0.69, -3.16)
O (5.27, 1.70, -3.30)
C (2.53, 1.34, -3.96)
C (1.41, 1.86, -2.91)
C (0.54, 0.69, -2.24)
C (0.88, 0.18, -0.75)
C (1.49, 1.28, 0.23)
C (0.46, 2.39, 0.76)
O (1.20, 3.34, 1.60)
C (0.24, -0.61, -3.18)
C (1.39, -1.72, -3.36)
C (0.81, -3.22, -3.55)
C (1.37, -4.36, -2.66)
C (0.81, -5.81, -2.89)
C (-0.29, -6.17, -3.91)
C (-0.90, -7.63, -4.12)
C (-0.84, -5.03, -4.80)
C (-0.26, -3.60, -4.61)
N (-0.89, -1.32, -2.52)
C (-1.89, -0.26, -2.23)
O (-3.13, -0.45, -2.10)
C (-1.03, 1.13, -2.07)
O (-1.63, 1.95, -3.12)
C (-2.45, 2.98, -2.59)
O (-2.03, 4.15, -2.39)
C (-3.99, 2.59, -2.33)
C (-4.72, 2.79, -0.98)
C (-6.21, 2.29, -0.92)
C (-6.92, 1.62, -2.12)
C (-6.18, 1.43, -3.49)
C (-4.72, 1.93, -3.56)
O (4.62, -0.73, -3.98)
C (5.63, -1.45, -3.21)
C (5.04, -2.62, -2.28)
H (5.83, 0.34, 1.34)
H (4.40, -0.67, 0.79)
H (4.10, 1.03, 1.43)
H (6.05, 0.77, -1.04)
H (4.81, 2.11, -0.64)
H (2.84, 2.28, -4.55)
H (2.11, 0.61, -4.75)
H (1.99, 2.51, -2.14)
H (0.78, 2.62, -3.51)
H (-0.05, -0.26, -0.21)
H (1.64, -0.69, -0.77)
H (1.86, 0.71, 1.17)
H (2.41, 1.84, -0.17)
H (-0.04, 2.93, -0.12)
H (-0.38, 1.90, 1.38)
H (1.44, 4.10, 1.03)
H (-0.20, -0.11, -4.13)
H (2.22, -1.69, -2.57)
H (1.91, -1.49, -4.37)
H (2.18, -4.09, -1.91)
H (1.29, -6.61, -2.22)
H (-1.75, -7.64, -4.89)
H (-1.38, -7.94, -3.11)
H (-0.12, -8.43, -4.36)
H (-1.66, -5.29, -5.56)
H (-0.70, -2.78, -5.29)
H (-0.68, -1.88, -1.68)
H (-1.38, 1.47, -1.03)
H (-4.20, 3.27, -0.08)
H (-6.80, 2.37, 0.05)
H (-7.99, 1.23, -2.06)
H (-6.69, 0.94, -4.40)
H (-4.16, 1.79, -4.54)
H (6.28, -0.77, -2.56)
H (6.35, -1.95, -3.96)
H (5.88, -2.89, -1.53)
H (4.81, -3.56, -2.88)
H (4.14, -2.29, -1.66)
C (1.70, 8.78, 7.17)
O (2.09, 7.71, 6.31)
C (3.32, 7.98, 5.65)
C (3.95, 6.68, 5.16)
O (4.63, 5.96, 6.20)
C (3.80, 5.31, 7.16)
C (3.14, 4.05, 6.61)
O (2.01, 4.38, 5.81)
C (1.70, 3.35, 4.88)
H (1.56, 9.70, 6.59)
H (0.76, 8.50, 7.64)
H (2.45, 8.93, 7.95)
H (4.01, 8.49, 6.33)
H (3.10, 8.62, 4.79)
H (4.72, 6.93, 4.43)
H (3.22, 6.04, 4.66)
H (3.07, 6.00, 7.59)
H (4.47, 5.01, 7.97)
H (2.78, 3.43, 7.45)
H (3.87, 3.48, 6.03)
H (2.53, 3.18, 4.20)
H (0.84, 3.67, 4.30)
H (1.45, 2.42, 5.41)
C (-4.02, -6.04, 3.76)
O (-4.26, -5.79, 2.39)
C (-5.61, -6.07, 2.02)
C (-5.97, -5.34, 0.73)
O (-6.29, -3.96, 0.93)
C (-5.18, -3.10, 1.21)
C (-4.32, -2.80, -0.01)
O (-3.45, -3.89, -0.29)
C (-3.05, -3.92, -1.65)
H (-4.20, -7.09, 3.99)
H (-2.98, -5.80, 3.97)
H (-4.66, -5.40, 4.38)
H (-6.30, -5.75, 2.82)
H (-5.70, -7.15, 1.87)
H (-6.88, -5.79, 0.33)
H (-5.20, -5.46, -0.04)
H (-4.58, -3.48, 2.04)
H (-5.62, -2.16, 1.55)
H (-3.70, -1.92, 0.18)
H (-4.98, -2.61, -0.87)
H (-3.92, -4.04, -2.31)
H (-2.39, -4.77, -1.80)
H (-2.52, -3.00, -1.90)

Here are the Löwdin charges for atoms 1 to 2, given in e:
1 C -0.083
2 C -0.266



2.
Entry from the Open Molecules 2025 dataset: a 17-piece molecular cluster, C40H67Cl32FN2O5P overall at a distorted geometry (ωB97M-V with the def2-TZVPD basis set).

- net charge = +1
- HOMO level (eV) = -8.4

Geometry (Å):
C (-3.29, 2.12, 0.88)
C (-2.36, 1.78, 2.08)
O (-2.26, 2.59, 2.97)
O (-1.64, 0.57, 2.23)
C (-0.41, 0.58, 1.51)
O (0.60, 0.66, 2.15)
C (-0.51, 0.51, -0.04)
C (0.27, -0.70, -0.69)
C (0.10, -2.06, -0.19)
C (-0.83, -2.46, 0.98)
C (-2.35, -2.16, 0.69)
C (-3.14, -3.29, -0.06)
C (-2.40, -3.88, -1.33)
C (-4.54, -2.72, -0.60)
C (-5.14, -1.55, 0.26)
C (-6.50, -1.12, -0.44)
C (-7.32, -0.14, 0.17)
C (-7.35, 1.35, -0.30)
C (-8.27, -0.56, 1.34)
C (0.88, -3.12, -0.85)
C (0.86, -4.62, -0.43)
C (1.92, -4.78, 0.76)
O (2.54, -3.52, 1.06)
C (1.72, -2.79, -1.97)
F (2.39, -3.80, -2.57)
N (1.89, -1.51, -2.50)
P (2.97, -1.39, -3.92)
C (4.00, 0.18, -3.99)
C (1.90, -1.60, -5.44)
C (1.21, -0.49, -1.88)
N (1.36, 0.88, -2.36)
C (2.15, 1.52, -1.62)
O (3.06, 2.07, -1.16)
H (-4.33, 2.35, 1.22)
H (-2.87, 3.04, 0.40)
H (-3.38, 1.31, 0.11)
H (-1.58, 0.43, -0.37)
H (-0.17, 1.51, -0.42)
H (-0.53, -1.91, 1.92)
H (-0.75, -3.55, 1.25)
H (-2.47, -1.22, 0.10)
H (-2.85, -2.00, 1.69)
H (-3.30, -4.13, 0.66)
H (-3.21, -4.11, -2.08)
H (-1.71, -3.17, -1.84)
H (-1.94, -4.87, -1.09)
H (-4.30, -2.28, -1.61)
H (-5.24, -3.58, -0.75)
H (-5.29, -1.88, 1.33)
H (-4.52, -0.62, 0.24)
H (-6.73, -1.59, -1.43)
H (-8.27, 1.81, 0.15)
H (-6.48, 1.94, 0.08)
H (-7.49, 1.41, -1.41)
H (-7.73, -0.91, 2.26)
H (-8.99, -1.32, 0.95)
H (-8.87, 0.34, 1.62)
H (1.14, -5.27, -1.30)
H (-0.12, -4.95, -0.02)
H (2.64, -5.60, 0.52)
H (1.34, -5.06, 1.68)
H (3.06, -3.66, 1.87)
H (3.35, 1.09, -4.10)
H (4.72, 0.30, -3.17)
H (4.58, 0.12, -4.95)
H (0.85, -1.75, -5.08)
H (2.00, -0.75, -6.16)
H (2.19, -2.58, -5.90)
C (-4.85, -4.83, -5.11)
Cl (-3.94, -5.80, -3.94)
Cl (-6.19, -3.98, -4.33)
H (-4.18, -4.10, -5.55)
H (-5.24, -5.49, -5.88)
C (4.75, -0.62, 0.35)
Cl (4.08, -0.97, -1.26)
Cl (6.30, 0.20, 0.23)
H (4.05, 0.00, 0.89)
H (4.89, -1.56, 0.87)
C (-11.96, 1.92, 2.55)
Cl (-10.75, 2.82, 1.63)
Cl (-12.25, 0.32, 1.85)
H (-11.61, 1.81, 3.57)
H (-12.89, 2.49, 2.54)
C (-9.61, 5.36, -1.51)
Cl (-11.01, 4.30, -1.39)
Cl (-8.12, 4.50, -1.12)
H (-9.54, 5.75, -2.52)
H (-9.73, 6.19, -0.81)
C (3.92, -3.09, 4.96)
Cl (5.11, -2.11, 4.09)
Cl (3.72, -4.68, 4.22)
H (4.26, -3.22, 5.99)
H (2.97, -2.57, 4.95)
C (-1.82, 1.83, -4.01)
Cl (-3.33, 2.75, -3.98)
Cl (-1.98, 0.31, -3.13)
H (-1.56, 1.62, -5.04)
H (-1.04, 2.43, -3.55)
C (6.23, 4.26, 0.16)
Cl (7.02, 3.47, 1.53)
Cl (4.83, 3.32, -0.41)
H (5.89, 5.24, 0.47)
H (6.94, 4.36, -0.65)
C (8.20, 7.24, 0.64)
Cl (7.71, 6.82, -1.00)
Cl (9.70, 8.18, 0.65)
H (7.41, 7.83, 1.10)
H (8.36, 6.33, 1.21)
C (1.33, 3.19, 3.81)
Cl (2.70, 3.09, 2.68)
Cl (1.76, 4.10, 5.26)
H (0.50, 3.69, 3.31)
H (1.04, 2.19, 4.09)
C (-8.55, -1.69, -6.59)
Cl (-7.28, -1.83, -7.81)
Cl (-7.99, -0.81, -5.17)
H (-9.40, -1.16, -7.02)
H (-8.86, -2.69, -6.28)
C (10.64, 3.68, 0.37)
Cl (11.04, 4.69, -1.02)
Cl (11.39, 2.08, 0.25)
H (11.01, 4.17, 1.27)
H (9.57, 3.56, 0.43)
C (8.60, -0.79, 4.38)
Cl (9.86, 0.00, 3.42)
Cl (8.66, -0.28, 6.07)
H (7.63, -0.53, 3.96)
H (8.75, -1.87, 4.33)
C (2.14, -7.92, 5.51)
Cl (2.11, -7.90, 3.75)
Cl (0.59, -8.46, 6.18)
H (2.92, -8.60, 5.84)
H (2.35, -6.92, 5.88)
C (4.11, 6.41, 3.26)
Cl (5.49, 7.16, 2.43)
Cl (4.04, 6.88, 4.96)
H (3.19, 6.72, 2.77)
H (4.22, 5.33, 3.20)
C (8.77, 8.13, -4.48)
Cl (10.05, 9.07, -5.24)
Cl (8.57, 6.55, -5.26)
H (9.03, 7.97, -3.43)
H (7.84, 8.68, -4.55)
C (-1.42, -6.04, 3.94)
Cl (-2.01, -6.50, 2.34)
Cl (0.06, -5.08, 3.82)
H (-2.18, -5.46, 4.45)
H (-1.20, -6.94, 4.51)

Here are the Löwdin charges for atoms 1 to 2, given in e:
1 C 0.026
2 C -0.419